No. 1
{
  "formula": "C3H5ClN3O",
  "method": "the ωB97M-V functional and the def2-TZVPD basis",
  "homo_ha": -0.5380,
  "orbital_gap_ev": 9.76,
  "lumo_ha": -0.179,
  "total_charge": 1,
  "energy_ha": -816.52689,
  "smiles": "O[N@H+]1[C@H]2N=CN(Cl)[C@H]21",
  "symbols": ["O", "N", "C", "N", "C", "N", "Cl", "C", "H", "H", "H", "H", "H"],
  "coordinates": [[0.3333, 2.0460, 0.5285], [0.9520, 0.7272, -0.1170], [0.8560, -0.4057, 0.6898], [-0.2382, -0.8381, 1.2469], [-1.3252, -0.9671, 0.4403], [-1.0907, -0.5231, -0.7841], [-1.9747, -1.0369, -2.2177], [0.2149, -0.0368, -1.0233], [0.3149, 1.9484, 1.4889], [1.7845, 1.0601, -0.2216], [1.7720, -0.6904, 1.1273], [-2.2661, -1.2846, 0.8509], [0.6673, 0.0009, -2.0090]],
  "forces_ev_per_angstrom": [[0.276, -0.662, -1.940], [-9.646, 0.436, 4.371], [1.313, -0.741, 0.535], [-3.470, -1.401, -0.994], [2.355, 1.356, 2.907], [1.416, 0.549, -2.282], [0.576, 0.431, 1.263], [0.231, -0.482, -1.940], [0.182, -0.582, 0.358], [6.705, 2.038, -2.061], [1.125, -0.448, 0.302], [-0.277, -0.159, -0.378], [-0.786, -0.334, -0.142]]
}

No. 2
{
  "formula": "C3H5ClNOP",
  "method": "the ωB97M-V functional and the def2-TZVPD basis",
  "homo_ha": -0.3692,
  "orbital_gap_ev": 10.59,
  "lumo_ha": 0.020,
  "energy_ha": -1048.86476,
  "symbols": ["C", "C", "C", "N", "O", "P", "Cl", "H", "H", "H", "H", "H"],
  "coordinates": [[-1.1788, 0.3920, 0.4771], [0.1393, 0.6191, -0.3544], [1.4149, 0.3661, 0.3568], [-2.0113, -0.4711, 0.1097], [-0.0976, -0.3978, -1.4158], [-1.4087, -1.3073, -1.2489], [-0.6188, -2.5975, 0.1163], [-1.4432, 1.0675, 1.2748], [-0.0160, 1.6496, -0.9165], [1.9937, -0.4068, -0.2616], [1.2878, -0.1954, 1.2336], [1.9386, 1.2814, 0.6289]],
  "forces_ev_per_angstrom": [[0.698, 1.343, -0.635], [-3.486, 0.258, -1.690], [1.516, -0.829, -1.341], [-1.032, 0.847, -0.062], [0.944, 1.488, -0.418], [0.275, -0.122, 0.344], [0.609, -2.138, 0.336], [0.275, 0.127, 0.557], [0.823, -1.935, 1.278], [-0.297, 1.731, 0.516], [-0.629, -0.598, 1.509], [0.303, -0.172, -0.392]]
}

No. 3
{
  "formula": "C3H5ClNOPS",
  "method": "the ωB97M-V functional and the def2-TZVPD basis",
  "homo_ha": -0.3444,
  "orbital_gap_ev": 9.01,
  "lumo_ha": -0.013,
  "energy_ha": -1447.01205,
  "symbols": ["C", "C", "C", "N", "O", "P", "S", "Cl", "H", "H", "H", "H", "H"],
  "coordinates": [[-0.2260, 0.9650, -0.4088], [-1.2681, 2.0235, -0.5233], [0.8377, -1.4707, 0.6288], [-0.6658, -0.1013, 0.2182], [0.9096, 1.1505, -0.7462], [-2.2318, -0.4319, 0.8272], [-2.7891, 1.5190, 0.3713], [-3.0953, -1.5826, -0.6426], [-1.0238, 3.0039, 0.0389], [-1.3369, 2.1104, -1.6607], [1.1559, -1.1673, 1.5449], [0.4037, -2.4139, 0.3633], [1.4687, -1.2252, -0.1271]],
  "forces_ev_per_angstrom": [[0.325, 1.355, 0.990], [-0.823, 1.590, -0.576], [-4.503, 1.340, -2.282], [1.652, -5.457, 2.135], [1.465, 0.204, -0.881], [1.195, 0.410, 0.182], [-0.414, 0.598, -0.469], [-0.143, -0.320, -0.537], [0.202, -1.611, -1.491], [-0.547, 0.538, 1.569], [0.377, 0.463, 2.676], [-0.636, -0.328, 0.783], [1.850, 1.218, -2.098]]
}

No. 4
{
  "formula": "C3H5ClNP",
  "method": "the ωB97M-V functional and the def2-TZVPD basis",
  "homo_ha": -0.3587,
  "orbital_gap_ev": 9.98,
  "lumo_ha": 0.008,
  "energy_ha": -973.54988,
  "smiles": "C=CC#N.PCl",
  "symbols": ["C", "C", "C", "N", "H", "H", "H", "P", "Cl", "H", "H"],
  "coordinates": [[-1.7520, 1.0750, 0.0132], [-2.1797, 0.0565, -0.7553], [-2.6413, -1.1332, -0.1361], [-2.7745, -2.0211, 0.5414], [-1.4055, 1.9551, -0.5386], [-1.6986, 0.9859, 1.0370], [-2.1694, 0.0973, -1.7861], [3.0220, -0.8936, -0.5562], [4.6875, -0.0571, 0.3110], [2.2876, -1.4899, 0.4932], [1.9780, 0.0148, -0.5822]],
  "forces_ev_per_angstrom": [[-0.099, -0.399, -3.550], [0.100, 1.042, 2.168], [1.012, 2.095, -1.144], [-0.890, -2.880, 1.762], [-0.030, -0.160, 0.658], [0.006, 0.105, 2.101], [-0.080, 0.199, -1.999], [-0.101, -1.456, -0.895], [-0.517, 0.302, 0.350], [0.579, -0.147, 0.476], [0.020, 1.300, 0.072]]
}

No. 5
{
  "formula": "C3H5ClO2",
  "method": "the ωB97M-V functional and the def2-TZVPD basis",
  "homo_ha": -0.3779,
  "orbital_gap_ev": 10.94,
  "lumo_ha": 0.024,
  "energy_ha": -727.96286,
  "smiles": "O=C(CO)CCl",
  "symbols": ["O", "C", "C", "O", "C", "Cl", "H", "H", "H", "H", "H"],
  "coordinates": [[-0.6917, 0.1906, -1.8385], [-0.2336, 0.1532, -0.7419], [0.2738, 1.3837, -0.0079], [0.9764, 2.1332, -0.9295], [-0.2102, -1.2445, -0.0878], [-0.1024, -1.2755, 1.6837], [0.9484, 1.1037, 0.8132], [-0.6066, 1.9311, 0.4059], [0.6653, 1.8462, -1.7902], [0.6193, -1.8122, -0.4853], [-1.1426, -1.7301, -0.3965]],
  "forces_ev_per_angstrom": [[-0.083, 0.605, -1.481], [-0.147, -1.328, 2.203], [-0.239, -0.555, 0.468], [0.567, 0.895, -0.404], [-0.604, 0.354, -0.141], [-0.003, 0.083, 0.034], [-0.339, 0.064, -0.137], [0.408, -0.354, -0.105], [-0.093, 0.246, -0.491], [0.254, -0.047, -0.119], [0.279, 0.038, 0.172]]
}

No. 6
{
  "formula": "C3H5ClO2",
  "method": "the ωB97M-V functional and the def2-TZVPD basis",
  "homo_ha": [-0.2583, -0.3953],
  "orbital_gap_ev": [7.93, 10.13],
  "lumo_ha": [0.033, -0.023],
  "multiplicity": 3,
  "energy_ha": -727.75525,
  "symbols": ["C", "C", "C", "O", "O", "Cl", "H", "H", "H", "H", "H"],
  "coordinates": [[1.8276, 0.0071, -0.0688], [0.4262, 0.5088, -0.0046], [-1.6231, -1.1523, 0.1144], [1.1666, 0.5085, 1.1105], [-0.0886, 1.5741, -0.6319], [-2.7002, 0.0513, 0.3975], [1.8402, -1.0236, -0.0859], [2.4841, 0.7190, -0.4671], [-0.7890, -1.5314, 0.7860], [-1.6504, -1.4674, -0.8884], [-0.8935, 1.8058, -0.2616]],
  "forces_ev_per_angstrom": [[-3.071, 1.629, -0.262], [1.265, -0.681, -0.761], [1.264, -2.434, 0.764], [-0.042, 0.832, 1.769], [2.723, 0.002, -1.325], [-0.780, 1.169, 0.948], [1.110, -1.983, -0.279], [1.497, 0.258, -0.535], [-1.631, 1.007, -0.639], [0.221, -0.554, -0.943], [-2.556, 0.755, 1.263]]
}

No. 7
{
  "formula": "C3H5ClO2P",
  "method": "the ωB97M-V functional and the def2-TZVPD basis",
  "homo_ha": -0.1660,
  "orbital_gap_ev": 7.65,
  "lumo_ha": 0.115,
  "total_charge": -1,
  "energy_ha": -1069.42227,
  "symbols": ["C", "C", "C", "O", "O", "P", "Cl", "H", "H", "H", "H", "H"],
  "coordinates": [[1.0467, -1.1456, -0.2448], [0.2848, -0.1513, 0.1707], [-0.9107, -0.3665, 0.8984], [1.9033, 1.9907, -0.8222], [-0.1837, 2.5487, 0.5668], [0.5726, 1.5592, -0.1785], [-1.5252, 0.0922, -2.5787], [1.7054, -1.0982, -1.0507], [0.9021, -2.1133, 0.2005], [-1.6885, 0.1025, 0.1517], [-1.0289, -1.4892, 0.9641], [-1.0780, 0.0708, 1.9226]],
  "forces_ev_per_angstrom": [[-0.306, -0.054, 0.460], [1.809, 0.647, -0.447], [-3.922, -0.743, 0.993], [-3.226, -1.904, 1.092], [-1.336, -0.137, 0.546], [4.910, 1.969, -2.466], [0.227, 0.256, 0.368], [1.352, 0.461, -0.884], [-0.304, -0.389, -0.086], [0.738, -1.242, 1.534], [-0.457, 1.241, -0.008], [0.516, -0.106, -1.102]]
}

No. 8
{
  "formula": "C3H5ClO5S2",
  "method": "the ωB97M-V functional and the def2-TZVPD basis",
  "homo_ha": [-0.3942, -0.3943],
  "orbital_gap_ev": [6.91, 6.92],
  "lumo_ha": [-0.140, -0.140],
  "energy_ha": -1749.87577,
  "symbols": ["C", "C", "C", "O", "O", "O", "O", "O", "S", "S", "Cl", "H", "H", "H", "H", "H"],
  "coordinates": [[-0.0808, -0.1050, -0.3526], [1.1928, -0.8250, -2.6605], [-0.4337, 0.5066, 0.9452], [-1.3348, -0.8728, -2.7880], [0.0930, -2.7787, -1.2961], [2.6060, -2.3591, -1.1589], [-0.0990, 0.7754, -1.4402], [1.1529, -0.8124, -0.1965], [-0.3017, 0.0961, -2.9560], [1.2508, -1.9537, -1.2575], [0.5665, -1.7809, -5.2807], [-0.8399, -0.9536, -0.7394], [2.2902, -0.5709, -2.8565], [-0.4243, -0.3239, 1.7328], [-1.3460, 1.1116, 0.8601], [0.3435, 1.2521, 1.2846]],
  "forces_ev_per_angstrom": [[-3.423, -2.737, -1.290], [2.088, -1.005, -2.045], [0.897, 0.696, 1.708], [-1.237, -0.539, -0.352], [0.861, -0.191, 0.446], [-0.233, -0.792, -0.031], [1.111, 1.374, 0.240], [0.052, 0.858, -0.041], [0.404, 0.613, 0.336], [0.524, -0.814, -1.287], [0.712, 0.707, 2.317], [1.115, 1.868, 1.712], [-1.842, 0.195, -0.302], [-0.522, 1.302, -1.096], [-0.018, -0.714, 0.206], [-0.489, -0.821, -0.519]]
}

No. 9
{
  "formula": "C3H5ClOS",
  "method": "the ωB97M-V functional and the def2-TZVPD basis",
  "homo_ha": -0.3325,
  "orbital_gap_ev": 9.80,
  "lumo_ha": 0.028,
  "energy_ha": -1050.89693,
  "smiles": "Cl[C@H]1OCCS1",
  "symbols": ["Cl", "C", "O", "C", "C", "S", "H", "H", "H", "H", "H"],
  "coordinates": [[-2.3940, -1.9781, -0.5938], [-1.3843, -1.1758, 0.7128], [-0.0253, -1.3208, 0.6221], [0.5168, -0.3605, -0.3507], [-0.0154, 0.9995, 0.1359], [-1.7075, 0.6179, 0.6909], [-1.9100, -1.6314, 1.5467], [0.1865, -0.5296, -1.3123], [1.5655, -0.5849, -0.4561], [0.5570, 1.4592, 1.0019], [-0.0575, 1.8728, -0.6727]],
  "forces_ev_per_angstrom": [[0.441, -0.135, -0.475], [-0.585, 0.895, -0.286], [-0.145, -0.378, -0.879], [-0.288, 0.344, 2.320], [0.912, 2.294, -0.338], [-0.017, 0.229, -0.101], [1.076, 0.019, 0.518], [-1.515, -0.688, -2.053], [0.568, 0.494, 0.859], [-0.518, -0.864, -0.988], [0.070, -2.209, 1.422]]
}

No. 10
{
  "formula": "C3H5ClS",
  "method": "the ωB97M-V functional and the def2-TZVPD basis",
  "homo_ha": [-0.3195, -0.2725],
  "orbital_gap_ev": [8.88, 6.87],
  "lumo_ha": [0.007, -0.020],
  "energy_ha": -975.50061,
  "symbols": ["C", "C", "C", "S", "Cl", "H", "H", "H", "H", "H"],
  "coordinates": [[-0.6650, 0.1339, 2.2302], [-0.9929, 1.0337, 1.3085], [-2.3825, 0.3600, -0.9177], [-1.2550, -0.6115, -1.6490], [-0.4946, 2.6665, 1.1445], [0.1978, 0.1933, 2.9792], [-1.1325, -0.8264, 2.3444], [-2.5883, 1.4541, -1.2130], [-2.8092, 0.1018, 0.0308], [-0.8460, 0.3929, -2.3635]],
  "forces_ev_per_angstrom": [[1.369, 0.531, 0.501], [-0.107, -0.340, 0.648], [-0.922, 3.159, 1.567], [0.297, -1.088, -0.295], [0.114, -0.479, -0.003], [-1.164, 0.621, -1.100], [-0.465, -0.255, -0.554], [0.512, -2.093, 0.235], [-0.467, -0.565, 0.033], [0.832, 0.509, -1.032]]
}